(1)
DFT (ωB97M-V/def2-TZVPD) results for a molecular structure, C39H36FeN4O3PS.

```
85
Properties=species:S:1:pos:R:3:forces:R:3:mulliken_charge:R:1
Fe -0.258 0.674 1.201 0.877 1.932 0.529 1.608
O -0.209 -0.809 2.719 -0.823 -0.228 -0.005 -0.842
C 0.601 -0.937 3.707 0.431 0.112 0.144 0.271
C 0.663 -2.160 4.422 -0.074 0.068 -0.053 -0.859
C 1.630 -2.399 5.363 0.040 0.046 -0.061 -0.734
C 2.584 -1.427 5.661 0.229 -0.024 0.216 -0.822
C 2.479 -0.186 5.075 -0.111 -0.001 -0.078 -0.746
C 1.477 0.104 4.144 -0.026 -0.720 -0.124 0.763
C 1.233 1.463 3.768 -0.223 0.659 0.077 -0.392
N 0.234 1.846 3.073 0.314 -0.308 0.618 0.111
C -0.097 3.245 3.032 -0.013 0.326 0.071 -0.897
C -0.626 3.596 1.627 -0.166 0.367 0.312 -1.088
N 0.126 2.768 0.739 -0.170 -0.699 -0.691 0.947
C 1.001 3.261 -0.061 -0.436 0.159 0.590 -0.925
C 2.039 2.484 -0.644 0.365 -0.736 -0.405 1.201
C 2.843 3.021 -1.663 -0.102 -0.001 0.023 -0.560
C 3.913 2.335 -2.176 0.028 0.244 -0.266 -0.855
C 4.218 1.066 -1.666 -0.124 0.000 0.087 -0.727
C 3.475 0.515 -0.659 0.164 -0.045 0.113 -0.388
C 2.381 1.207 -0.069 -0.054 0.594 -0.014 -0.266
O 1.787 0.745 0.959 0.012 -0.477 0.097 -0.236
H -0.088 -2.907 4.208 -0.028 -0.074 0.024 0.672
H 1.651 -3.356 5.868 0.038 -0.068 0.074 0.396
H 3.367 -1.637 6.373 0.067 0.028 0.069 0.382
H 3.176 0.599 5.342 0.019 0.082 0.064 0.379
H 1.907 2.204 4.224 -0.070 0.042 0.002 0.175
H 0.772 3.868 3.294 -0.084 0.021 -0.075 0.475
H -0.885 3.419 3.772 0.064 0.149 -0.031 0.363
H -0.509 4.669 1.410 -0.049 -0.179 0.053 0.637
H -1.684 3.327 1.568 0.034 0.118 -0.033 0.157
H 0.995 4.339 -0.278 0.024 -0.089 0.232 0.197
H 2.586 4.000 -2.043 0.021 0.171 -0.087 0.383
H 4.514 2.765 -2.965 0.035 0.045 -0.025 0.396
H 5.059 0.525 -2.075 0.073 -0.124 -0.035 0.432
H 3.715 -0.458 -0.258 -0.008 -0.092 0.084 0.462
O -2.179 1.005 2.119 -1.907 -0.346 -0.743 -0.624
C -2.224 0.459 1.038 4.070 1.618 2.580 0.210
C -3.006 0.069 -0.016 -3.031 -1.672 -3.253 -0.415
C -4.387 -0.287 0.083 1.369 0.552 0.401 -0.379
C -5.045 -0.771 -1.013 -0.321 -0.284 -0.682 -0.722
C -4.402 -0.886 -2.253 0.108 0.266 0.583 -0.843
C -3.086 -0.466 -2.393 -0.462 -0.212 -0.229 0.018
C -2.370 -0.030 -1.299 -0.526 0.410 1.556 0.258
P -0.719 0.729 -1.325 0.353 -0.046 -0.680 1.465
C -1.198 2.340 -2.084 -0.208 -0.088 -0.017 0.398
C -2.392 2.927 -1.659 0.128 -0.129 -0.039 -0.516
C -2.785 4.163 -2.132 -0.107 0.172 0.018 -0.826
C -1.985 4.857 -3.026 0.019 0.012 -0.005 -0.695
C -0.785 4.300 -3.430 -0.026 0.174 -0.060 -0.868
C -0.395 3.058 -2.964 0.043 -0.231 0.003 0.039
C 0.102 -0.242 -2.646 0.008 -0.010 -0.205 1.576
C 1.238 0.196 -3.317 -0.303 0.148 0.180 -0.462
C 1.846 -0.605 -4.270 0.144 -0.134 -0.189 -1.312
C 1.372 -1.878 -4.530 0.155 0.145 0.058 -0.868
C 0.308 -2.362 -3.785 -0.121 -0.113 -0.081 -0.834
C -0.318 -1.559 -2.856 -0.055 0.156 -0.264 -0.849
H -4.891 -0.154 1.028 -0.054 -0.106 0.132 0.592
H -6.086 -1.058 -0.931 0.006 -0.012 0.025 0.422
H -4.940 -1.277 -3.102 -0.066 0.004 -0.104 0.475
H -2.619 -0.506 -3.367 0.051 0.054 -0.026 0.595
H -3.032 2.402 -0.964 -0.092 0.054 0.028 0.330
H -3.725 4.585 -1.804 -0.051 0.034 0.029 0.448
H -2.296 5.820 -3.405 -0.017 0.078 -0.007 0.392
H -0.141 4.833 -4.116 0.027 0.034 -0.061 0.463
H 0.545 2.652 -3.298 0.047 -0.013 -0.054 0.364
H 1.687 1.147 -3.082 0.033 0.067 0.005 -0.284
H 2.706 -0.228 -4.803 0.099 0.034 -0.025 0.483
H 1.841 -2.493 -5.285 0.058 -0.061 -0.027 0.400
H -0.039 -3.374 -3.932 -0.076 -0.136 -0.046 0.498
H -1.123 -1.962 -2.263 0.013 -0.092 -0.059 0.511
S 0.503 -1.481 0.028 0.515 -1.318 -0.197 -0.004
C 0.099 -3.053 0.480 -0.086 0.795 -0.300 -0.361
N 0.385 -4.069 -0.356 0.035 -0.320 -0.040 0.017
C 0.483 -5.429 0.127 -0.124 -0.236 0.168 -0.671
C -0.638 -5.665 1.135 0.171 0.139 0.086 -0.764
C -0.594 -4.596 2.227 -0.078 -0.266 -0.017 -0.696
N -0.511 -3.279 1.635 -0.160 -0.215 0.138 0.252
H 0.855 -3.808 -1.208 0.105 0.099 0.126 0.233
H 1.460 -5.597 0.601 -0.074 -0.067 -0.050 0.318
H 0.388 -6.113 -0.719 0.042 0.037 0.067 0.384
H -0.524 -6.650 1.584 -0.085 -0.042 -0.003 0.379
H -1.597 -5.614 0.619 -0.033 -0.061 -0.010 0.314
H 0.270 -4.759 2.888 -0.144 -0.042 -0.066 0.425
H -1.502 -4.639 2.835 0.127 -0.068 0.013 0.372
H -0.618 -2.425 2.214 0.206 -0.060 -0.151 0.292
```
Positions in Å, forces in eV/Å.

Calculated values
Charge: 0
HOMO energy (spin up / spin down), eV: -6.6 / -6.5
Multiplicity: 2
⟨S²⟩: 1.238
Energy above the lowest of the compared OMol25 structures with the same formula, charge and spin, kcal/mol: 89.8

---

(2)
DFT (ωB97M-V/def2-TZVPD) results for a molecular structure, C48H65GeN3O4OsSSeSi3.

```
127
Properties=species:S:1:pos:R:3:forces:R:3:mulliken_charge:R:1
Os 1.941 0.825 0.087 0.110 -0.526 -0.100 1.392
O 4.762 0.191 2.662 0.010 0.061 0.120 -0.735
S 3.986 1.235 2.039 -0.374 -0.131 -0.452 1.360
O 4.396 2.586 2.386 0.075 0.020 0.092 -0.757
O 2.483 1.060 2.273 -0.087 0.142 -0.022 -0.521
O 4.012 1.071 0.507 0.303 -0.005 0.169 -1.354
C 5.144 2.287 -1.894 -0.048 -0.017 0.078 -1.261
Si 4.314 0.618 -2.203 -0.003 -0.069 -0.460 1.189
C 5.208 -0.770 -1.300 -0.057 0.068 0.116 -0.790
C 4.851 0.314 -4.025 -0.055 0.020 0.156 -1.323
C 2.425 0.621 -2.076 -0.050 0.172 0.444 -0.079
Si 1.715 -0.913 -2.866 -0.004 -0.017 -0.005 0.218
C 2.769 -2.461 -2.641 -0.031 0.028 0.051 -0.630
C 1.553 -0.682 -4.752 0.029 -0.036 0.068 -1.202
C -0.016 -1.449 -2.373 0.002 0.090 0.077 -0.104
Si 1.732 2.183 -2.751 -0.067 0.048 -0.071 -0.371
C 2.439 2.849 -4.383 0.007 0.042 0.106 -1.327
C -0.121 2.276 -3.086 -0.026 -0.105 0.121 -0.630
C 2.051 3.521 -1.436 -0.074 0.039 -0.011 0.440
C 2.249 4.873 -1.688 -0.012 -0.025 0.063 -0.717
C 2.426 5.752 -0.629 -0.011 0.055 0.023 -0.352
C 2.390 5.259 0.664 0.011 0.003 -0.016 -1.196
C 2.182 3.902 0.854 -0.066 -0.003 0.131 -0.334
N 2.021 3.066 -0.166 0.234 -0.177 -0.202 0.236
H 6.221 2.099 -1.874 0.061 0.018 -0.004 0.437
H 4.868 2.739 -0.946 -0.023 -0.013 0.085 0.120
H 4.946 2.995 -2.699 -0.007 0.043 -0.094 0.218
H 6.008 -0.345 -0.696 0.080 0.021 0.021 0.444
H 5.628 -1.490 -2.007 0.004 -0.016 -0.006 0.300
H 4.546 -1.284 -0.606 -0.056 -0.023 0.056 -0.268
H 5.945 0.309 -4.054 0.092 0.019 0.044 0.375
H 4.509 1.085 -4.711 -0.059 0.104 -0.074 0.274
H 4.517 -0.647 -4.412 -0.023 -0.143 -0.007 0.318
H 3.710 -2.453 -3.187 0.066 0.045 -0.084 0.413
H 2.185 -3.324 -2.975 -0.021 -0.055 -0.051 0.353
H 2.995 -2.593 -1.584 0.033 -0.009 0.046 -0.015
H 2.494 -0.404 -5.222 0.100 0.036 -0.067 0.333
H 0.821 0.089 -4.991 -0.096 0.076 -0.037 0.248
H 1.210 -1.613 -5.211 -0.031 -0.080 -0.012 0.373
H -0.028 -1.814 -1.345 0.008 -0.030 0.002 -0.072
H -0.323 -2.251 -3.052 -0.041 -0.064 -0.048 0.660
H -0.738 -0.634 -2.426 -0.017 0.025 -0.053 -0.534
H 2.361 2.079 -5.149 -0.024 -0.081 -0.100 0.330
H 3.483 3.147 -4.318 0.123 0.027 0.010 0.348
H 1.858 3.709 -4.722 -0.059 0.073 -0.004 0.409
H -0.399 1.704 -3.972 -0.008 -0.052 -0.110 0.279
H -0.379 3.322 -3.266 -0.025 0.070 -0.034 0.499
H -0.708 1.915 -2.242 -0.010 0.011 0.021 -0.423
H 2.275 5.225 -2.711 0.002 0.023 -0.043 0.390
H 2.589 6.809 -0.811 0.018 -0.024 0.006 0.400
H 2.545 5.898 1.523 -0.021 0.021 -0.003 0.407
H 2.156 3.452 1.839 0.044 0.024 -0.037 0.690
C 1.927 -1.123 0.465 0.217 0.405 0.049 -0.881
Ge 1.656 -2.096 2.065 -0.250 -0.219 -0.122 2.462
C -0.047 -1.544 2.914 -0.060 -0.049 0.111 -0.204
C -1.219 -2.057 2.352 0.027 -0.067 0.081 0.103
C -2.472 -1.718 2.839 0.003 -0.027 -0.029 -0.691
C -2.583 -0.840 3.907 -0.037 0.071 0.168 -0.299
C -1.436 -0.291 4.460 0.005 -0.053 -0.056 -1.005
C -0.185 -0.639 3.963 -0.015 0.058 -0.073 0.101
C 1.254 -3.984 1.565 -0.063 0.064 0.013 -0.581
C 0.905 -4.928 2.531 0.047 0.018 0.040 -0.291
C 0.577 -6.230 2.186 -0.017 -0.055 0.009 -0.661
C 0.596 -6.620 0.852 -0.007 -0.042 0.014 -0.443
C 0.943 -5.698 -0.123 0.004 -0.012 -0.059 -0.494
C 1.265 -4.394 0.236 -0.014 0.027 -0.019 -0.103
C 3.102 -2.391 3.373 0.135 0.055 -0.034 0.080
C 4.108 -3.279 2.989 -0.055 -0.012 -0.006 -0.294
C 5.195 -3.541 3.808 0.034 -0.052 -0.056 -0.677
C 5.298 -2.921 5.042 0.073 0.002 0.075 -0.422
C 4.310 -2.037 5.443 -0.028 0.008 0.014 -0.758
C 3.230 -1.772 4.612 0.025 -0.054 -0.032 0.152
H -1.149 -2.735 1.509 -0.002 -0.049 -0.031 0.212
H -3.364 -2.132 2.382 -0.007 -0.020 0.014 0.459
H -3.563 -0.578 4.297 0.178 -0.064 -0.007 0.531
H -1.512 0.421 5.274 0.007 0.018 0.030 0.362
H 0.685 -0.152 4.376 0.165 0.047 0.036 0.111
H 0.889 -4.639 3.576 -0.005 0.019 0.041 0.287
H 0.304 -6.944 2.955 0.001 -0.008 0.007 0.372
H 0.339 -7.637 0.577 -0.004 -0.019 -0.003 0.337
H 0.960 -5.990 -1.167 0.003 -0.004 -0.010 0.402
H 1.524 -3.673 -0.530 -0.023 0.025 -0.019 -0.213
H 4.043 -3.772 2.025 0.007 -0.012 -0.030 0.292
H 5.969 -4.224 3.476 0.000 0.001 -0.007 0.345
H 6.154 -3.111 5.681 -0.013 -0.007 0.001 0.323
H 4.390 -1.530 6.397 0.000 0.018 0.009 0.348
H 2.500 -1.050 4.936 -0.139 0.121 0.025 0.127
C -4.555 4.134 -0.373 -0.008 -0.004 -0.070 -0.707
C -4.147 4.541 1.035 -0.016 0.004 0.022 -0.715
C -4.345 3.458 2.093 -0.013 0.024 0.069 -0.741
C -3.455 2.222 1.935 0.055 -0.013 0.009 -0.289
N -4.054 1.133 1.181 -0.022 -0.013 -0.044 1.219
C -3.700 0.814 -0.091 0.015 0.109 -0.154 -0.798
Se -0.365 0.768 0.200 0.140 0.022 0.137 -0.001
N -4.372 -0.340 -0.348 0.052 0.002 0.079 1.022
C -4.143 -1.170 -1.528 -0.033 0.038 0.001 -0.677
C -3.716 -0.379 -2.760 -0.050 -0.002 0.013 0.035
C -4.877 0.172 -3.588 0.044 -0.015 0.008 -0.732
C -5.668 1.279 -2.903 -0.028 -0.001 0.004 -0.991
C -5.125 -0.756 0.738 -0.098 0.047 0.013 -0.284
C -5.954 -1.846 0.953 0.020 -0.019 0.021 -1.028
C -6.584 -1.935 2.188 0.008 0.013 0.016 -0.671
C -6.386 -0.968 3.176 -0.024 -0.007 -0.010 -0.618
C -5.552 0.122 2.961 -0.110 0.005 -0.105 -0.968
C -4.925 0.209 1.729 -0.120 0.002 -0.043 1.095
H -4.320 4.923 -1.089 -0.030 0.029 -0.003 0.437
H -5.629 3.937 -0.429 -0.024 -0.038 0.007 0.316
H -4.034 3.230 -0.690 0.036 -0.029 0.007 -0.160
H -4.714 5.427 1.341 0.020 0.026 -0.020 0.385
H -3.094 4.834 1.033 0.042 -0.010 0.019 0.280
H -5.394 3.145 2.120 -0.022 0.005 -0.005 0.311
H -4.128 3.899 3.071 -0.018 -0.008 0.006 0.428
H -3.196 1.815 2.914 0.045 0.009 0.001 0.112
H -2.513 2.458 1.437 -0.022 0.004 0.006 0.031
H -5.074 -1.710 -1.731 0.029 -0.016 -0.033 0.313
H -3.377 -1.909 -1.278 0.018 0.018 0.008 0.250
H -3.106 -1.038 -3.380 -0.027 -0.031 -0.023 0.417
H -3.065 0.433 -2.434 0.058 0.009 0.007 -0.276
H -5.552 -0.650 -3.854 0.008 -0.025 -0.012 0.332
H -4.473 0.554 -4.530 -0.013 0.004 -0.024 0.398
H -6.066 0.954 -1.942 -0.039 -0.039 0.050 0.151
H -6.508 1.604 -3.520 -0.007 0.018 -0.036 0.475
H -5.032 2.141 -2.707 0.049 0.048 0.032 0.178
H -6.093 -2.609 0.199 -0.011 -0.010 -0.015 0.419
H -7.235 -2.775 2.391 -0.006 -0.020 0.017 0.373
H -6.887 -1.073 4.130 0.002 -0.012 0.008 0.396
H -5.386 0.865 3.730 -0.019 0.015 -0.008 0.440
```
Positions in Å, forces in eV/Å.

Calculated values
Charge: -2
HOMO energy (spin up / spin down), eV: -0.9 / -2.3
Multiplicity: 5
⟨S²⟩: 6.027
Energy above the lowest of the compared OMol25 structures with the same formula, charge and spin, kcal/mol: 0.0

---

⟨S²⟩ of number 1 (C39H36FeN4O3PS)?
1.238

---

What is the formula in the second record?
C48H65GeN3O4OsSSeSi3

---

What is the formula in the first record?
C39H36FeN4O3PS

---

multiplicity of number 2 (C48H65GeN3O4OsSSeSi3)?
5